a:
ORCA calculation (ωB97M-V/def2-TZVPD) on one molecule with the formula C5H8N2.

Output
**HOMO-LUMO gap**: 0.3614 Eh

```
! wB97M-V def2-TZVPD RIJCOSX def2/J DEFGRID3
* xyz 0 1
C 0.3976 1.5963 0.0533
C 0.3215 0.4747 -1.1426
N 0.2706 -0.9370 -0.6549
C -1.0083 -1.4401 -0.2815
C -1.0861 -1.3343 1.0594
N 0.0812 -0.7855 1.6045
C 0.8518 -0.6568 0.5840
H 0.8913 2.4208 -0.4430
H -0.6231 1.8238 0.3604
H 0.9220 1.5267 1.0337
H 1.1978 0.5816 -1.7872
H -0.5883 0.6932 -1.7114
H -1.6255 -2.0118 -0.9669
H -1.8682 -1.6706 1.7194
H 1.8659 -0.2811 0.5727
*
```

---

b:
ORCA calculation (ωB97M-V/def2-TZVPD) on one molecule with the formula C5H8N2.

Output
**HOMO-LUMO gap**: 0.3108 Eh

```
! wB97M-V def2-TZVPD RIJCOSX def2/J DEFGRID3
* xyz 0 1
C -2.1834 0.2827 0.8239
C -0.7207 0.1577 0.5413
C -0.0861 0.5678 -0.6009
C 1.1897 -0.0499 -0.6566
N 1.9627 -0.0211 -1.8363
C 1.3396 -0.7632 0.5143
N 0.1559 -0.6224 1.2356
H -2.4684 0.0929 1.8643
H -2.5283 1.2844 0.5448
H -2.7217 -0.4360 0.1899
H -0.5187 1.2032 -1.3615
H 2.9527 0.1448 -1.7351
H 1.5732 0.6432 -2.4951
H 2.1096 -1.4448 0.8432
H -0.0562 -1.0393 2.1282
*
```

---

c:
ORCA calculation (ωB97M-V/def2-TZVPD) on C5H8N2 as an isolated structure.

Output
**HOMO-LUMO gap**: 0.3755 Eh

```
! wB97M-V def2-TZVPD RIJCOSX def2/J DEFGRID3
* xyz 0 1
C 1.4818 0.6462 0.1263
C 1.4247 -0.8250 -0.1383
C -0.0242 -0.7711 0.3801
C -2.0903 -0.1890 -0.0555
C -0.0537 0.5625 -0.0967
H 2.0206 1.2109 -0.5943
H 1.9127 0.6493 1.2147
H 1.3540 -1.2420 -1.1204
H 2.1891 -1.3871 0.3339
H -0.2211 -0.4705 1.4575
H -3.2205 -0.1322 -0.2216
H -1.6405 1.7703 -0.2379
H -0.1877 0.5088 -1.3130
N -1.4975 -1.3085 0.0292
N -1.4473 0.9774 0.2358
*
```

---

d:
ORCA calculation (ωB97M-V/def2-TZVPD) on one molecule with the formula C5H8N2.

Output
**HOMO-LUMO gap (spin up / spin down)**: 0.2888 / 0.2912 Eh

```
! wB97M-V def2-TZVPD RIJCOSX def2/J DEFGRID3
* xyz 0 1
C -1.3193 -1.3389 -0.2231
C -1.0800 0.0980 -0.5420
C -0.0623 1.8390 0.5503
N 0.0571 0.7165 -0.1821
C 1.3852 0.1317 -0.4328
C 1.8021 -0.7432 0.6727
N 2.1163 -1.4297 1.5483
H -1.3789 -1.4775 0.8676
H -0.5219 -1.9993 -0.5779
H -2.2620 -1.6840 -0.6513
H -1.8993 0.7757 -0.7494
H 0.5554 2.7069 0.3560
H -0.8795 1.8753 1.2554
H 1.3859 -0.4259 -1.3751
H 2.1012 0.9555 -0.5168
*
```

---

Most stable pick: b. Distance to second place: 0.0754 hartree.

---

a:
ORCA calculation (ωB97M-V/def2-TZVPD) on one molecule with the formula C5H8N2.

Output
**HOMO-LUMO gap**: 0.3405 Eh

```
! wB97M-V def2-TZVPD RIJCOSX def2/J DEFGRID3
* xyz 0 1
C 2.2660 -0.0174 -0.1887
C 1.0215 -0.4899 0.5526
C 0.5387 0.6470 1.2178
N -0.7100 0.9333 0.9331
N -1.1113 -0.1071 0.1784
C -2.3534 0.0252 -0.5385
C -0.1276 -1.0028 -0.0487
H 2.0320 0.9789 -0.6190
H 2.4640 -0.6689 -1.0286
H 3.1393 0.1334 0.4484
H 1.1808 1.2922 1.8037
H -2.2411 0.7922 -1.3147
H -3.1184 0.3433 0.1654
H -2.6129 -0.9298 -0.9989
H -0.3677 -1.9296 -0.5623
*
```

---

b:
ORCA calculation (ωB97M-V/def2-TZVPD) on one molecule with the formula C5H8N2.

Output
**HOMO-LUMO gap**: 0.3617 Eh

```
! wB97M-V def2-TZVPD RIJCOSX def2/J DEFGRID3
* xyz 0 1
C -1.2807 2.1372 0.0893
C -0.6990 0.7562 0.1196
C -1.3202 -0.4411 0.5353
N -0.5116 -1.4887 0.4408
N 0.6365 -0.9890 -0.0309
C 1.7454 -1.8715 -0.3186
C 0.5676 0.3476 -0.2413
H -1.8017 2.3434 -0.8525
H -0.5047 2.8987 0.2104
H -2.0059 2.2748 0.8974
H -2.3263 -0.5735 0.9139
H 1.7079 -2.2373 -1.3502
H 1.6875 -2.7189 0.3656
H 2.6867 -1.3385 -0.1614
H 1.4185 0.9006 -0.6175
*
```

---

c:
ORCA calculation (ωB97M-V/def2-TZVPD) on one molecule with the formula C5H8N2.

Output
**HOMO-LUMO gap**: 0.2994 Eh

```
! wB97M-V def2-TZVPD RIJCOSX def2/J DEFGRID3
* xyz 0 1
C 1.6276 -0.6504 -0.3231
N 0.3693 -0.2240 0.2443
C 0.0088 -0.0984 1.6494
C -1.4130 0.2928 1.7552
C -1.6988 0.6535 0.4310
C -0.6678 0.2777 -0.4479
N -0.5889 0.4188 -1.8133
H 2.0492 0.1243 -0.9745
H 2.3329 -0.8479 0.4868
H 1.5195 -1.5780 -0.9032
H 0.5312 -0.8009 2.3026
H 0.1603 0.9352 2.0561
H -2.6125 1.1337 0.0951
H -0.1641 -0.3506 -2.3148
H -1.4537 0.7143 -2.2436
*
```

---

Most stable pick: b. Distance to second place: 0.0578 hartree.

---

a:
ORCA calculation (ωB97M-V/def2-TZVPD) on one molecule with the formula C5H8N2.

Output
**HOMO-LUMO gap**: 0.3460 Eh

```
! wB97M-V def2-TZVPD RIJCOSX def2/J DEFGRID3
* xyz 0 1
C -1.8814 -0.1499 -0.3361
N -1.3726 -1.2447 0.1066
C -0.1313 -0.8927 0.5708
C 1.1131 -0.9180 -0.3884
C 1.4484 0.5519 -0.1360
C 0.0443 0.6896 0.5469
N -1.1357 1.0692 -0.1212
H -2.9568 -0.0016 -0.7793
H -0.0275 -1.5278 1.4675
H 0.8068 -0.9279 -1.4646
H 1.8101 -1.7344 -0.2538
H 2.2489 0.7976 0.4431
H 1.5575 1.0171 -1.0823
H 0.0535 1.2267 1.4628
H -1.5772 2.0449 -0.0359
*
```

---

b:
ORCA calculation (ωB97M-V/def2-TZVPD) on a 2-piece molecular cluster, C5H8N2 overall.

Output
**HOMO-LUMO gap (spin up / spin down)**: 0.2423 / 0.2425 Eh

```
! wB97M-V def2-TZVPD RIJCOSX def2/J DEFGRID3
* xyz 0 1
C 1.5262 0.2601 0.4114
C -0.7566 1.5430 -0.1128
N 1.9063 -0.8836 -0.1474
C -1.3340 2.4597 0.6549
C -1.0342 -2.0869 -0.8189
N -0.6623 0.2355 0.0565
C -1.0330 -0.8979 -0.2321
H 2.1080 -0.8962 -1.1369
H 1.5316 -1.7552 0.2093
H 1.3185 0.2683 1.4704
H 1.7808 1.1859 -0.0812
H -1.9031 2.2100 1.5519
H -1.2788 3.5084 0.3935
H -1.6825 -2.8838 -0.4763
H -0.4869 -2.2674 -1.7422
*
```

---

c:
ORCA calculation (ωB97M-V/def2-TZVPD) on one molecule with the formula C5H8N2.

Output
**HOMO-LUMO gap**: 0.3534 Eh

```
! wB97M-V def2-TZVPD RIJCOSX def2/J DEFGRID3
* xyz 0 1
C -0.6647 1.4742 -2.0937
C -0.5751 1.4725 -0.5527
C 0.1111 0.3228 0.0825
C 0.9934 -0.6326 -0.2881
N 1.0671 -1.6721 0.6201
C 0.1361 -1.3912 1.4872
N -0.5089 -0.2006 1.2427
H 0.0955 2.1507 -2.4934
H -1.6722 1.5913 -2.4744
H -0.2624 0.5578 -2.5538
H -0.0791 2.4211 -0.3224
H -1.5792 1.5517 -0.1589
H 1.6016 -0.4954 -1.1679
H 0.0080 -1.9157 2.4188
H -1.4772 -0.2619 1.5604
*
```

---

Most stable pick: c. Distance to second place: 0.0517 hartree.

---

a:
ORCA calculation (ωB97M-V/def2-TZVPD) on one molecule with the formula C5H8N2.

Output
**HOMO-LUMO gap**: 0.3457 Eh

```
! wB97M-V def2-TZVPD RIJCOSX def2/J DEFGRID3
* xyz 0 1
C -0.6668 2.3803 -0.5966
C -0.1125 1.1664 0.0792
C -0.7375 -0.0349 0.2259
N 0.2349 -0.9513 0.5716
C 0.1402 -2.3263 0.1181
C 1.3959 -0.2370 0.6507
N 1.2279 1.0344 0.3913
H -0.0191 3.2452 -0.4515
H -0.7062 2.1741 -1.6740
H -1.6832 2.6169 -0.2677
H -1.7660 -0.3347 0.0855
H 0.0369 -2.3261 -0.9728
H 1.0463 -2.8740 0.3790
H -0.7288 -2.8219 0.5568
H 2.3382 -0.7111 0.9046
*
```

---

b:
ORCA calculation (ωB97M-V/def2-TZVPD) on one molecule with the formula C5H8N2.

Output
**HOMO-LUMO gap**: 0.3668 Eh

```
! wB97M-V def2-TZVPD RIJCOSX def2/J DEFGRID3
* xyz 0 1
C -2.4067 -0.7376 0.0952
C -1.0511 -0.1141 -0.0307
C -0.7220 1.2423 -0.2536
C 0.6527 1.2756 -0.2223
N 1.0680 0.0097 0.0040
C 2.4232 -0.4763 0.1253
N 0.0444 -0.8504 0.1175
H -3.1439 -0.1837 -0.4936
H -2.7416 -0.7377 1.1392
H -2.3802 -1.7750 -0.2501
H -1.3962 2.0751 -0.4025
H 1.3614 2.0861 -0.3376
H 2.8553 -0.7301 -0.8480
H 2.3938 -1.3689 0.7510
H 3.0430 0.2850 0.6063
*
```

---

c:
ORCA calculation (ωB97M-V/def2-TZVPD) on one molecule with the formula C5H8N2.

Output
**HOMO-LUMO gap**: 0.3724 Eh

```
! wB97M-V def2-TZVPD RIJCOSX def2/J DEFGRID3
* xyz 0 1
C 1.0958 1.1999 -0.3552
N 0.1387 1.7349 -0.9761
N -1.1144 1.5744 -0.5770
C -1.5783 0.3789 -0.4133
C -0.7692 -0.9062 -0.5683
C 0.3461 -1.0736 0.5178
C 0.9676 0.2514 0.8446
H 2.0712 1.4686 -0.7576
H -2.7263 0.3071 -0.2292
H -0.3267 -0.8527 -1.5467
H -1.4380 -1.7137 -0.5347
H 1.1253 -1.7895 0.1456
H -0.1136 -1.4253 1.4530
H 1.9441 0.1616 1.3018
H 0.3776 0.6842 1.6953
*
```

---

Most stable pick: a. Distance to second place: 0.0047 hartree.

---

a:
ORCA calculation (ωB97M-V/def2-TZVPD) on C4H2NO2 as an isolated structure.

Output
**HOMO-LUMO gap**: 0.3028 Eh

```
! wB97M-V def2-TZVPD RIJCOSX def2/J DEFGRID3
* xyz -1 1
C 0.0209 0.9995 -0.0061
C 0.2314 -0.9702 0.0130
C -0.9016 0.0537 -0.0028
C -2.4114 -0.0295 -0.0154
N 1.1626 -0.0919 -0.0183
O -2.9815 1.0699 -0.0051
O -2.8533 -1.1808 0.0067
H 0.1584 2.0795 0.2811
H 0.3800 -2.0768 0.1573
*
```

---

b:
ORCA calculation (ωB97M-V/def2-TZVPD) on an isolated ion of composition C4H2NO2 and charge -1.

Output
**HOMO-LUMO gap**: 0.2826 Eh

```
! wB97M-V def2-TZVPD RIJCOSX def2/J DEFGRID3
* xyz -1 1
C -1.0058 0.3074 -0.0136
C 0.3766 0.5248 0.2270
C -2.0248 -0.7023 0.6335
C 1.4536 -0.5214 -0.0503
N -1.7435 -0.8853 -0.5876
O 1.5349 -1.7199 -0.0059
O 0.8509 1.6319 0.4076
H -1.6526 1.2210 -0.1464
H 2.2107 0.1438 -0.4643
*
```

---

Most stable pick: a. Distance to second place: 0.0100 hartree.

---

a:
ORCA calculation (ωB97M-V/def2-TZVPD) on one molecule with the formula C4H6O2.

Output
**HOMO-LUMO gap**: 0.3782 Eh

```
! wB97M-V def2-TZVPD RIJCOSX def2/J DEFGRID3
* xyz 0 1
C -1.3149 0.2238 0.0870
C 0.0572 -0.3680 0.0396
C 0.5395 -1.4421 1.3900
O -0.1324 -1.5597 2.3582
C 1.2288 0.1891 -0.6404
O 0.5512 -0.9310 -1.1396
H -1.7882 -0.0208 1.0356
H -1.9136 -0.1915 -0.7230
H -1.2767 1.3047 -0.0224
H 1.4872 -1.9418 1.1721
H 1.1162 1.0868 -1.2309
H 2.2226 0.0046 -0.2472
*
```

---

b:
ORCA calculation (ωB97M-V/def2-TZVPD) on one molecule with the formula C4H6O2.

Output
**HOMO-LUMO gap**: 0.3927 Eh

```
! wB97M-V def2-TZVPD RIJCOSX def2/J DEFGRID3
* xyz 0 1
O -1.1995 -1.7434 1.0138
C -0.6089 -0.8683 0.4386
C 0.3692 0.1400 1.0439
C 0.7849 0.9981 -0.1450
O 0.1838 0.4539 -1.3237
C -0.7186 -0.5787 -1.0530
H 1.1890 -0.3734 1.5470
H -0.0984 0.6885 1.8610
H 0.4893 2.0434 -0.0357
H 1.8616 1.0186 -0.3022
H -0.5116 -1.4493 -1.6834
H -1.7408 -0.3295 -1.3612
*
```

---

Most stable pick: b. Distance to second place: 0.0549 hartree.

---

a:
ORCA calculation (ωB97M-V/def2-TZVPD) on one molecule with the formula C4H6O2.

Output
**HOMO-LUMO gap**: 0.3223 Eh

```
! wB97M-V def2-TZVPD RIJCOSX def2/J DEFGRID3
* xyz 0 1
O -1.8313 0.8771 -0.2353
C -1.4172 -0.4201 -0.1683
C 0.8985 0.2362 -0.6961
C -0.1450 -0.7590 -0.3441
C 1.4057 0.0125 1.5798
O 1.7341 0.5916 0.4619
H -2.7892 0.9046 -0.3247
H -2.1745 -1.1631 0.0722
H 1.5780 -0.1387 -1.4689
H 0.4601 1.1751 -1.0418
H 0.1611 -1.7788 -0.1443
H 2.1195 0.4627 2.3096
*
```

---

b:
ORCA calculation (ωB97M-V/def2-TZVPD) on one molecule with the formula C4H6O2.

Output
**HOMO-LUMO gap**: 0.3452 Eh

```
! wB97M-V def2-TZVPD RIJCOSX def2/J DEFGRID3
* xyz 0 1
C 0.9580 1.0922 0.3674
C -0.1232 0.5219 0.9430
C -0.6764 -0.6776 0.2479
O 0.0339 -1.9107 0.3461
C -0.5378 -0.2518 -1.2515
O 0.2537 0.5824 -1.6215
H 1.0474 2.1692 0.2682
H 1.8099 0.5461 -0.0234
H -0.7999 1.1280 1.5368
H -1.7342 -0.8688 0.4920
H 0.6654 -1.7764 1.0641
H -1.1513 -0.7145 -2.0268
*
```

---

c:
ORCA calculation (ωB97M-V/def2-TZVPD) on C4H6O2 as an isolated structure.

Output
**HOMO-LUMO gap**: 0.3683 Eh

```
! wB97M-V def2-TZVPD RIJCOSX def2/J DEFGRID3
* xyz 0 1
O 3.2218 0.2964 0.2366
C 2.2517 0.1209 0.7941
C 0.0570 0.9130 -0.3976
C -0.7045 -0.0515 -0.9114
C -1.5274 0.0471 0.3408
O -0.5471 1.0150 0.8433
H 1.0644 -1.5934 0.5390
H 0.7886 1.6213 -0.7821
H 0.4881 -1.7191 0.0798
H -0.9211 -0.3824 -1.9086
H -1.6861 -0.8109 1.0024
H -2.4856 0.5436 0.1638
*
```

---

d:
ORCA calculation (ωB97M-V/def2-TZVPD) on one molecule with the formula C4H6O2.

Output
**HOMO-LUMO gap**: 0.3387 Eh

```
! wB97M-V def2-TZVPD RIJCOSX def2/J DEFGRID3
* xyz 0 1
C 1.0760 0.6794 -0.9272
C 0.1582 1.1183 0.1934
C 0.0027 -0.4024 0.9730
O 0.8476 -1.1923 1.3375
C -1.4655 -0.7607 0.7937
O -2.0973 0.0880 0.2201
H 1.9887 0.3158 -0.4644
H 0.5853 -0.1621 -1.4376
H 1.2920 1.4267 -1.6937
H -0.6926 1.6748 -0.2763
H 0.5483 1.8183 0.9325
H -1.9534 -1.7024 1.0845
*
```

---

Most stable pick: d. Distance to second place: 0.0278 hartree.

---

a:
ORCA calculation (ωB97M-V/def2-TZVPD) on a 2-piece molecular cluster, C5H10O2 overall.

Output
**HOMO-LUMO gap**: 0.3593 Eh

```
! wB97M-V def2-TZVPD RIJCOSX def2/J DEFGRID3
* xyz 0 1
C -0.9650 2.2746 0.8454
O -1.0879 0.9390 0.4204
C 0.0505 0.4393 -0.2070
C 1.2782 0.0034 0.5999
C 0.3299 -0.9673 0.0402
C -0.2749 -2.1414 0.0841
O -1.5079 -2.3733 -0.4327
H -0.7624 2.9542 0.0048
H -0.1626 2.3807 1.5886
H -1.9197 2.5437 1.3029
H 0.2577 0.8785 -1.1897
H 2.2522 0.1494 0.1316
H 1.2632 0.1548 1.6778
H 0.1597 -3.0362 0.5190
H -1.8920 -1.5118 -0.6569
H 1.6765 -1.2126 -2.6597
H 1.3047 -1.4751 -2.0689
*
```

---

b:
ORCA calculation (ωB97M-V/def2-TZVPD) on a 2-piece molecular cluster, C5H10O2 overall.

Output
**HOMO-LUMO gap**: 0.3185 Eh

```
! wB97M-V def2-TZVPD RIJCOSX def2/J DEFGRID3
* xyz 0 1
C -2.4423 -0.0095 1.1060
C -1.1846 -0.4622 0.8738
C -0.2234 -0.0055 -0.0681
C 0.8656 -0.8018 -0.1867
C 2.0181 -0.4511 -1.0543
O 0.9434 -2.2059 0.0228
H -3.3224 -0.4470 1.6885
H -2.6282 1.0827 0.9216
H -0.8923 -1.4061 1.4045
H -0.4896 0.7125 -0.8490
H 3.0353 -0.5929 -0.7122
H 1.8446 0.6094 -1.2133
H 2.0898 -0.7822 -2.1241
H 0.0688 -2.5327 -0.1263
O -0.2588 3.1818 -0.3680
H 0.7147 3.3864 -0.6413
H -0.0985 2.5436 0.3898
*
```

---

Most stable pick: b. Distance to second place: 0.0262 hartree.